{
  "formula": "C26H78O13S13",
  "method": "ωB97M-V/def2-TZVPD",
  "species": ["S", "S", "S", "S", "S", "S", "S", "S", "S", "S", "S", "S", "S", "O", "O", "O", "O", "O", "O", "O", "O", "O", "O", "O", "O", "O", "C", "C", "C", "C", "C", "C", "C", "C", "C", "C", "C", "C", "C", "C", "C", "C", "C", "C", "C", "C", "C", "C", "C", "C", "C", "C", "H", "H", "H", "H", "H", "H", "H", "H", "H", "H", "H", "H", "H", "H", "H", "H", "H", "H", "H", "H", "H", "H", "H", "H", "H", "H", "H", "H", "H", "H", "H", "H", "H", "H", "H", "H", "H", "H", "H", "H", "H", "H", "H", "H", "H", "H", "H", "H", "H", "H", "H", "H", "H", "H", "H", "H", "H", "H", "H", "H", "H", "H", "H", "H", "H", "H", "H", "H", "H", "H", "H", "H", "H", "H", "H", "H", "H", "H"],
  "coordinates": [[-11.246, 3.137, 1.718], [-14.425, 6.154, 4.188], [-12.402, -3.187, 4.794], [-6.077, -0.116, 0.604], [-12.057, 2.270, -3.755], [-6.659, 6.413, 3.027], [-14.129, 1.606, 5.641], [-8.320, 0.114, 4.709], [-10.750, 8.760, 0.649], [-10.620, 8.939, 5.717], [-14.872, -0.155, 0.291], [-10.542, -1.438, -1.918], [-11.007, 4.452, 8.210], [-9.852, 10.118, 6.198], [-9.349, 0.956, 5.383], [-15.544, -0.795, -0.866], [-5.473, 0.295, 1.904], [-15.759, 6.744, 4.476], [-10.892, 1.706, -4.482], [-9.640, 4.890, 8.601], [-10.681, -0.917, -0.519], [-10.248, 3.418, 0.638], [-12.762, -3.423, 3.372], [-13.621, 2.731, 4.826], [-12.120, 8.805, 1.229], [-8.109, 6.145, 3.072], [-5.819, -1.877, 0.451], [-14.935, 2.340, 7.071], [-10.918, 9.216, -1.102], [-8.032, -1.283, 5.790], [-10.340, 7.017, 0.411], [-10.825, 1.489, 2.269], [-10.835, 2.908, 7.324], [-10.671, 4.045, 3.151], [-13.957, -3.193, 5.666], [-6.699, 0.834, 4.940], [-13.365, 7.420, 3.489], [-11.450, 3.050, -2.266], [-12.108, -1.439, 4.945], [-11.760, 3.777, 9.697], [-10.048, 7.520, 6.663], [-9.877, 8.428, 4.168], [-6.447, 7.854, 1.984], [-7.834, -0.205, 0.892], [-5.919, 5.196, 1.950], [-9.629, -2.967, -1.783], [-15.682, 1.148, 4.839], [-13.955, 1.261, -0.359], [-13.561, 6.017, 5.742], [-12.667, 3.708, -4.636], [-13.503, -1.201, 0.740], [-9.228, -0.464, -2.639], [-10.513, 8.432, -1.737], [-6.319, -2.356, 1.295], [-9.609, 0.536, -2.820], [-11.668, 4.539, 10.464], [-12.697, -0.623, 1.205], [-15.520, 1.585, 7.595], [-13.658, 3.968, -4.274], [-11.604, 1.161, 2.961], [-9.090, 7.752, 7.122], [-13.054, -1.683, -0.125], [-8.642, -2.785, -1.357], [-10.348, 7.512, 3.814], [-16.370, 0.705, 5.557], [-10.631, 0.826, 1.427], [-7.213, 7.793, 1.211], [-12.950, -0.906, 4.499], [-12.502, 6.881, 3.099], [-11.039, 5.064, 3.040], [-8.018, -0.978, 6.834], [-11.830, 2.481, 7.191], [-5.989, 0.216, 4.389], [-8.789, -2.037, 5.580], [-10.762, 7.314, 7.459], [-12.002, 4.568, -4.507], [-11.993, 9.250, -1.282], [-13.925, 7.873, 2.676], [-6.638, 8.725, 2.612], [-13.087, 8.183, 4.214], [-6.271, -2.244, -0.472], [-12.932, 0.937, -0.577], [-6.316, 5.291, 0.936], [-12.511, 5.792, 5.540], [-16.056, 2.088, 4.434], [-14.018, 5.231, 6.340], [-14.441, -4.114, 5.343], [-11.180, -1.182, 4.444], [-14.555, -2.320, 5.407], [-12.146, -1.166, 6.002], [-10.000, 6.649, 6.009], [-15.572, 3.145, 6.703], [-8.132, 0.793, 1.211], [-5.430, 7.967, 1.611], [-9.897, 1.555, 2.843], [-11.073, 3.636, 4.079], [-9.487, 6.973, -0.265], [-4.836, 5.314, 1.949], [-8.029, -0.903, 1.706], [-14.379, 1.525, -1.325], [-13.845, -3.253, 6.750], [-15.490, 0.442, 4.032], [-4.756, -2.099, 0.464], [-10.886, 3.967, -2.420], [-13.600, 6.936, 6.330], [-13.929, 2.071, 0.367], [-10.870, 2.261, -1.790], [-10.325, 3.121, 6.391], [-6.684, 1.836, 4.520], [-6.202, 4.207, 2.308], [-12.822, 3.602, 9.503], [-13.764, -1.924, 1.512], [-10.193, -3.637, -1.137], [-12.609, 3.475, -5.697], [-7.081, -1.743, 5.512], [-11.202, 6.498, -0.004], [-12.285, 3.244, -1.590], [-14.175, 2.745, 7.736], [-8.390, -0.477, -0.006], [-10.238, 2.223, 7.928], [-8.340, -0.490, -2.008], [-9.537, -3.442, -2.760], [-10.473, 10.190, -1.279], [-11.296, 2.819, 9.922], [-6.429, 0.812, 5.996], [-8.821, 8.234, 4.341], [-9.584, 4.015, 3.093], [-10.040, 6.681, 1.402], [-9.009, -0.903, -3.616], [-10.014, 9.234, 3.449]],
  "orbital_gap_ev": 8.181,
  "relative_energy_ev": 0.0427
}